14
Properties=species:S:1:pos:R:3:forces:R:3 method="wB97M-V/def2-TZVPD" de_lowest_kj_mol=554.98 largest_force_ev_per_a=6.837 homo_lumo_gap_ev="8.12 / 6.89" lumo_ev="-0.8 / -1.7" charge=0 homo_ev="-8.931 / -8.545"
C 1.036499 -0.634647 -1.627930 0.50 0.85 -0.06
C 0.889489 -0.113566 -0.448485 -0.80 0.50 0.87
C -2.424200 0.193960 0.283583 -1.55 1.37 -0.76
C 0.905538 1.362751 -0.104251 3.28 -4.70 3.72
C 0.486560 -1.016563 0.708343 2.16 1.91 2.72
S -2.714475 1.752172 0.018168 0.53 -1.74 0.43
Cl -3.500669 -1.125375 -0.041428 0.77 0.40 0.27
H 1.207987 -1.604237 -1.998474 -0.11 -0.96 -0.55
H 1.170979 1.888251 -0.883773 1.88 2.99 -3.85
H -0.035747 1.595068 0.136716 -3.39 1.17 1.54
H 1.644448 1.379811 0.791503 -1.31 0.74 -1.41
H 1.382078 -1.388650 1.281126 -0.42 -0.06 -1.00
H -0.007514 -0.501808 1.603509 -0.10 -0.41 -1.75
H -0.040972 -1.787170 0.281397 -1.44 -2.05 -0.20


111
Properties=species:S:1:pos:R:3:forces:R:3 method="wB97M-V/def2-TZVPD" de_lowest_kj_mol=0.00 largest_force_ev_per_a=2.444 smiles=CC1(C)CCCC(C)(C)N1O.CC1(C)CCCC(C)(C)N1O.COC[C@H](C)N.COC[C@H](C)N.COC[C@H](C)N homo_lumo_gap_ev=8.65 lumo_ev=0.7 charge=0 homo_ev=-7.999
C 12.108536 -15.633381 17.532592 1.47 -1.73 -0.06
C 12.292942 -14.422634 16.613271 -1.33 0.35 1.73
C 10.844733 -13.959937 16.275764 0.42 -0.82 -0.54
C 13.029855 -13.397348 17.491005 0.24 0.77 -1.23
C 13.481459 -12.178607 16.652948 -0.60 -0.86 0.47
C 14.238628 -12.549288 15.370683 -0.92 0.36 0.60
C 13.558648 -13.674290 14.546826 0.43 0.04 0.45
C 12.490376 -13.032552 13.625260 -0.24 -0.96 0.23
C 14.606631 -14.333951 13.655693 -0.10 -0.50 0.19
N 13.122618 -14.741454 15.474453 0.63 0.12 0.37
O 12.590325 -15.861806 14.782615 -0.32 0.15 -0.24
H 11.762328 -15.427142 18.543696 -0.76 0.41 -0.33
H 11.608013 -16.487190 17.067637 -0.76 0.45 0.07
H 13.053315 -16.143144 17.789880 0.39 0.56 -0.38
H 10.493157 -14.659593 15.510154 -0.08 0.25 -0.19
H 10.165783 -14.131382 17.110412 0.14 0.41 0.21
H 10.795312 -12.946420 15.890221 -0.19 0.06 0.18
H 12.364105 -12.980015 18.247033 -0.08 -0.46 0.22
H 13.874553 -13.903718 17.959359 0.08 0.11 0.08
H 12.559605 -11.653233 16.386529 0.09 0.17 -0.06
H 14.027434 -11.528447 17.337730 0.27 0.21 -0.39
H 15.276775 -12.758216 15.623703 0.07 -0.16 -0.29
H 14.129692 -11.656635 14.752615 0.79 0.00 -0.18
H 12.964272 -12.301053 12.973953 0.01 -0.06 -0.10
H 11.657372 -12.559677 14.140482 0.21 0.14 0.16
H 12.052510 -13.838920 13.031673 0.00 0.15 -0.21
H 15.063944 -13.572701 13.026619 -0.02 -0.29 -0.37
H 14.124483 -15.169372 13.143461 0.02 0.51 -0.71
H 15.380429 -14.863032 14.218251 0.09 0.52 0.37
H 13.149681 -16.594656 15.064744 0.03 0.10 -0.04
C 2.246168 -14.645857 22.846004 0.73 1.64 0.35
C 3.363356 -15.599714 23.345527 -1.25 -0.19 -0.45
C 3.348644 -15.648209 24.862817 0.16 1.29 0.38
C 2.941578 -17.030410 22.869894 0.64 1.80 -0.88
C 3.161836 -17.275522 21.382637 0.38 -0.89 -0.03
C 4.634751 -17.012347 21.077477 -0.37 -0.44 0.76
C 5.054839 -15.602673 21.463504 1.30 0.78 -0.03
C 6.621805 -15.599678 21.464383 -0.84 0.30 -0.41
C 4.509003 -14.590199 20.445087 -1.05 0.50 -1.12
N 4.696067 -15.268086 22.857375 -0.31 -2.42 -0.17
O 5.179066 -14.014379 23.252052 -0.29 0.29 -0.19
H 2.714560 -13.685495 22.595285 0.02 -0.14 -0.22
H 1.693839 -14.971397 21.968575 -0.03 -0.19 0.04
H 1.573445 -14.302889 23.636563 -0.28 -0.67 0.02
H 3.542598 -14.649784 25.275205 0.29 -0.05 -0.15
H 2.346577 -15.845143 25.245697 0.08 -0.62 -0.12
H 4.118948 -16.315031 25.246750 -0.20 -0.21 0.06
H 3.584315 -17.727930 23.407641 -0.68 -0.39 0.28
H 1.859817 -17.016336 22.993078 0.08 -0.80 0.89
H 2.909719 -18.336609 21.266440 0.27 -0.01 -0.35
H 2.463487 -16.778598 20.706874 0.10 0.48 0.20
H 4.948499 -17.213029 20.053045 -0.18 0.17 -0.11
H 5.218155 -17.703556 21.698629 -0.02 -0.02 0.00
H 6.988049 -15.962648 22.423938 0.00 -0.10 0.01
H 6.952082 -14.573765 21.302096 0.33 -0.10 0.00
H 6.986035 -16.252340 20.670039 0.14 0.23 -0.04
H 3.808567 -13.869525 20.867258 0.50 0.19 0.33
H 3.870501 -15.005525 19.651721 0.09 -0.68 0.27
H 5.230364 -14.051735 19.826446 0.39 0.11 0.60
H 6.041601 -14.247619 23.612712 -0.04 0.24 0.15
C 13.161037 -22.693563 16.901624 0.01 -0.18 -0.22
O 12.813519 -21.571394 17.688258 0.25 -0.46 -0.16
C 13.727855 -21.375916 18.746914 0.16 0.98 0.08
C 13.801296 -19.871602 19.005435 -0.12 0.31 0.64
C 14.235657 -19.064900 17.800497 -0.53 -0.03 -0.84
N 14.675647 -19.523228 20.139329 0.67 -0.58 -0.09
H 13.051362 -23.628527 17.458689 0.16 -0.01 0.11
H 14.185625 -22.587741 16.532564 0.09 -0.14 0.11
H 12.527068 -22.779421 16.019670 -0.26 0.36 0.17
H 13.421219 -21.892754 19.662261 -0.19 -0.12 -0.01
H 14.752374 -21.704836 18.529290 -0.09 -0.22 -0.39
H 12.797768 -19.527327 19.280793 -0.05 -0.10 -0.06
H 13.447921 -19.063423 17.041358 -0.09 -0.05 0.12
H 15.102520 -19.468912 17.268901 0.24 0.00 0.39
H 14.397133 -18.021611 18.068537 0.21 -0.06 0.13
H 14.757529 -20.299549 20.795831 -0.41 0.14 0.06
H 15.630950 -19.449433 19.789402 -0.12 0.23 -0.03
C 2.289268 -10.832878 13.321914 -0.70 -0.79 0.31
O 2.691920 -11.895973 14.175924 0.19 0.04 -0.39
C 4.020632 -12.312914 13.856064 -1.46 -0.78 -0.01
C 4.526171 -13.222495 14.961331 1.50 0.16 0.73
C 4.724459 -12.380334 16.206078 -1.22 0.65 0.99
N 5.832160 -13.823103 14.639804 0.14 0.16 -0.63
H 2.706953 -9.905738 13.707723 0.11 0.29 -0.43
H 1.199068 -10.796037 13.330559 0.00 0.18 0.39
H 2.511235 -11.057335 12.275840 0.54 0.27 -0.03
H 3.974680 -12.898302 12.925507 0.22 0.30 -0.15
H 4.624621 -11.407995 13.736304 0.45 -0.25 -0.01
H 3.905111 -14.090366 15.195194 -0.55 0.41 -0.28
H 3.750433 -12.091196 16.622646 -0.03 -0.13 -0.18
H 5.173542 -11.405992 15.994175 0.43 -0.23 -0.15
H 5.233130 -12.857282 17.042947 0.31 -0.24 -0.34
H 5.738965 -14.516593 13.900600 -0.03 0.10 0.06
H 6.437957 -13.096725 14.258931 0.09 -0.16 0.15
C 6.757001 -15.646811 17.636915 -0.57 0.49 1.48
O 7.476509 -16.629846 18.358304 0.12 -0.09 -0.57
C 8.394723 -17.326149 17.550038 -0.19 -0.98 0.31
C 9.100115 -18.375702 18.422618 -0.48 -0.12 0.18
C 9.843139 -17.815366 19.629344 1.47 0.89 -0.44
N 9.910777 -19.188635 17.487586 -0.84 0.50 0.53
H 5.867909 -15.457943 18.245821 -0.15 -0.14 -0.22
H 6.422419 -15.937269 16.642541 0.41 0.00 -0.15
H 7.287128 -14.690675 17.697816 0.23 -0.07 -0.76
H 7.864441 -17.948674 16.816598 -0.09 0.32 -0.21
H 9.064537 -16.658688 16.990658 0.17 0.10 0.29
H 8.273259 -18.953750 18.850059 0.04 -0.35 -0.42
H 9.576686 -16.776808 19.841194 -0.30 -0.12 0.10
H 10.904151 -17.768148 19.344936 0.00 0.08 0.12
H 9.835725 -18.373615 20.564404 -0.46 -0.28 -0.16
H 10.428277 -18.502394 16.950055 0.51 -0.42 -0.06
H 10.533032 -19.811282 17.987157 0.21 0.09 -0.16


9
Properties=species:S:1:pos:R:3:forces:R:3 method="wB97M-V/def2-TZVPD" de_lowest_kj_mol=163.59 largest_force_ev_per_a=2.805 smiles="O=C1COC1" homo_lumo_gap_ev=10.96 lumo_ev=0.9 charge=0 homo_ev=-10.056
O 1.821879 -0.236480 0.881655 2.51 -0.28 1.22
C 0.784358 -0.124198 0.376419 -1.87 0.15 -1.64
C -0.656521 -0.112466 0.843605 -0.86 0.75 -0.17
O -1.058035 -0.013257 -0.544455 -1.47 0.12 0.57
C 0.237619 0.118545 -1.061293 0.91 1.43 0.80
H -0.969100 0.810197 1.391675 0.36 -0.72 -0.13
H -1.045126 -1.014218 1.324760 0.10 0.11 0.03
H 0.373866 -0.599288 -1.832595 0.70 -0.53 -0.73
H 0.511060 1.171166 -1.379771 -0.38 -1.02 0.04


8
Properties=species:S:1:pos:R:3:forces:R:3 method="wB97M-V/def2-TZVPD" de_lowest_kj_mol=406.56 largest_force_ev_per_a=4.905 homo_lumo_gap_ev="9.43 / 3.35" lumo_ev="-0.3 / -3.6" charge=0 homo_ev="-9.771 / -6.906"
C 0.371041 0.006963 -0.393010 -2.73 -3.11 -2.64
Si -1.281671 0.352680 0.448405 -0.14 0.30 1.92
I -3.372339 -0.488744 -0.463754 0.20 0.06 -0.33
I 3.890777 -1.231162 1.015065 0.04 -0.02 0.02
H 1.178679 0.465046 0.003442 2.42 1.75 1.58
H 0.619160 -1.169320 -0.343974 -0.84 2.69 -0.40
H 0.244097 0.385022 -1.454221 0.45 -0.83 0.90
H -1.649746 1.679515 1.188046 0.60 -0.84 -1.04


15
Properties=species:S:1:pos:R:3:forces:R:3 method="wB97M-V/def2-TZVPD" de_lowest_kj_mol=0.00 largest_force_ev_per_a=4.406 homo_lumo_gap_ev=7.35 lumo_ev=-1.1 charge=0 homo_ev=-8.435
C -2.808515 0.966271 -0.215534 -3.36 1.67 -2.31
C -2.998755 -0.403757 -0.811072 2.54 1.62 3.03
C 1.637959 -1.489262 -0.036476 1.02 -2.25 1.22
N -1.848192 1.066702 0.558673 2.48 1.57 1.81
N -2.085956 -1.185947 -0.323457 -2.19 -1.88 -2.75
P 3.288916 -1.392928 0.408207 -1.63 -0.31 -0.79
P 3.719717 0.632294 -0.359828 -1.94 -0.69 -1.65
P 1.737446 1.560210 0.209267 -0.31 -0.43 0.02
P 0.639698 -0.198324 -0.769706 -0.25 0.64 0.84
P -1.099757 -0.440465 0.748235 1.16 0.63 0.65
H -3.464949 1.923981 -0.470707 1.20 -2.20 0.46
H -3.808397 -0.521201 -1.442635 -1.27 -1.30 -1.44
H 1.148708 -2.528631 0.198324 0.80 2.02 -0.60
H 4.430965 0.870308 0.721273 1.36 0.93 2.17
H 1.511108 1.140745 1.585434 0.39 -0.04 -0.65


76
Properties=species:S:1:pos:R:3:forces:R:3 method="wB97M-V/def2-TZVPD" spin_multiplicity=2 de_lowest_kj_mol=0.00 largest_force_ev_per_a=1.504 homo_lumo_gap_ev="5.06 / 3.88" lumo_ev="-10.4 / -11.6" charge=+3 homo_ev="-15.488 / -15.488"
Ta -0.563284 -2.067954 0.633972 -0.32 0.61 0.17
S -2.452572 -7.543349 4.677684 -0.06 -0.11 0.09
C -2.238635 -6.191991 3.775623 -0.04 0.06 -0.02
S -2.540012 -6.141544 2.078562 0.06 -0.10 0.01
C -2.088465 -4.519757 1.848605 0.19 0.06 -0.03
C -1.667514 -3.831412 2.982484 0.16 0.03 -0.13
S -1.199411 -2.148092 2.958622 0.11 0.31 -0.47
S -1.682227 -4.700910 4.441691 0.10 -0.10 0.04
S -2.225513 -3.774055 0.276459 0.24 0.37 -0.30
C 2.611933 -1.004652 2.047340 0.01 0.05 -0.08
C 2.646763 -1.552660 0.666149 0.21 0.06 0.12
N 1.596533 -2.041346 -0.000968 -1.47 -0.22 0.25
C 2.060220 -2.501247 -1.232257 0.07 -0.07 0.00
C 3.386850 -2.267735 -1.293906 0.01 0.02 0.02
N 3.739900 -1.667712 -0.099196 -0.08 -0.03 -0.02
C 5.078948 -1.131960 0.225390 0.15 0.20 0.09
N 5.022506 0.270667 0.461588 0.01 -0.12 -0.04
N 5.224954 0.754544 1.727759 -0.08 0.10 -0.06
N 5.037930 2.009508 1.726884 0.03 -0.03 -0.09
C 4.691075 2.412422 0.444366 0.00 -0.03 0.06
C 4.371557 3.677521 -0.056680 0.05 0.02 0.06
C 3.994748 3.750794 -1.378358 -0.01 0.03 0.01
C 3.937143 2.601574 -2.194531 0.02 -0.02 0.04
C 4.278915 1.352654 -1.720412 0.05 -0.05 0.04
C 4.664848 1.289738 -0.377279 -0.10 0.04 -0.08
H 1.611111 -1.115568 2.470986 0.04 -0.02 0.03
H 2.884996 0.049848 2.071442 -0.02 0.01 -0.02
H 3.318077 -1.531392 2.690617 -0.02 -0.01 0.02
H 1.423262 -2.972044 -1.962692 -0.01 0.00 0.01
H 4.105485 -2.488246 -2.065475 0.02 0.04 0.02
H 5.738125 -1.362470 -0.609494 -0.09 -0.10 -0.06
H 5.468984 -1.598448 1.127704 -0.03 -0.04 0.02
H 4.436757 4.554703 0.573209 -0.01 -0.01 -0.01
H 3.756242 4.713205 -1.810827 -0.01 -0.02 -0.01
H 3.628086 2.709733 -3.226350 0.08 0.01 -0.02
H 4.275075 0.482617 -2.365163 -0.02 0.02 -0.02
C -0.580540 1.632726 2.765264 -0.10 0.17 0.12
Si -0.511304 1.956277 0.936662 0.20 -0.56 -0.20
C 1.193878 1.767935 0.211903 0.06 0.20 0.09
C -1.382602 3.476180 0.356670 -0.18 0.08 0.02
Ge -1.732172 -0.015785 -0.147583 0.07 -0.62 0.26
Si -4.452478 0.193519 0.502421 0.93 -0.11 -0.21
C -4.878767 1.798103 -0.281223 -0.04 0.11 -0.03
C -5.133723 -1.303784 -0.317561 -0.15 -0.15 -0.03
C -4.265555 0.202085 2.333526 -0.17 0.01 0.20
Si -1.546747 0.014497 -2.740962 0.28 -0.21 0.62
C 0.289017 0.094970 -2.998453 0.04 0.05 -0.26
C -2.329673 -1.601670 -3.213187 -0.12 0.03 -0.21
C -2.411390 1.552844 -3.270992 -0.14 0.06 -0.03
H 0.202072 2.203444 3.274856 0.00 0.00 -0.03
H -0.442542 0.579435 3.012318 0.06 0.02 0.03
H -1.533455 1.954469 3.190577 0.00 -0.06 0.00
H 1.935213 2.219852 0.879993 -0.02 0.02 -0.03
H 1.272337 2.288008 -0.744996 0.02 -0.04 0.00
H 1.468813 0.726483 0.049125 0.02 0.02 -0.02
H -0.838353 4.359312 0.707678 0.03 -0.04 0.00
H -2.397159 3.546265 0.749377 0.03 0.04 0.03
H -1.430708 3.527894 -0.731735 0.03 0.01 0.01
H -4.771418 1.763490 -1.363643 -0.07 0.00 0.00
H -4.274280 2.617972 0.103255 -0.05 0.01 0.02
H -5.928653 2.025737 -0.060971 0.02 -0.01 0.00
H -5.204723 -1.159766 -1.396501 -0.01 0.02 0.01
H -6.146632 -1.492402 0.055809 0.01 0.01 -0.02
H -4.537975 -2.196249 -0.126080 -0.05 0.02 0.05
H -3.963558 1.188948 2.687404 -0.01 0.00 -0.01
H -3.537272 -0.528670 2.684116 -0.06 -0.03 -0.02
H -5.229938 -0.033195 2.797670 0.02 0.03 0.01
H 0.843085 -0.587729 -2.357779 0.01 0.01 -0.02
H 0.661848 1.105896 -2.823816 0.01 -0.02 0.03
H 0.515530 -0.160790 -4.039704 0.01 0.03 0.02
H -2.056382 -2.411310 -2.534684 0.03 -0.03 -0.04
H -2.019773 -1.889694 -4.222613 0.00 0.02 0.01
H -3.418524 -1.523854 -3.227095 0.01 -0.04 0.06
H -1.944752 2.441258 -2.843856 0.01 -0.01 -0.02
H -3.467578 1.554518 -3.007342 0.00 -0.01 -0.06
H -2.346570 1.637761 -4.361400 0.02 -0.02 0.02